1.
Formula: C38H46BrN4O16
Source: the OMol25 dataset
Level of theory: wB97M-V/def2-TZVPD

Positions of all 105 atoms, in Å:
1 C 3.388 1.363 3.031
2 C 3.793 0.799 2.019
3 C 3.987 0.140 0.593
4 C 3.495 1.105 -0.588
5 C 2.056 1.675 -0.249
6 N 1.408 2.434 -1.357
7 C 2.201 3.499 -2.026
8 C 1.501 4.929 -2.071
9 C 0.643 5.292 -0.772
10 O 0.881 6.658 -0.403
11 C 0.189 2.172 -1.719
12 N -0.652 2.787 -2.724
13 N -0.118 2.986 -4.013
14 C 0.082 1.899 -4.643
15 O 0.456 0.932 -5.184
16 C -2.085 2.410 -2.600
17 C -2.036 1.785 -1.132
18 C -3.282 0.996 -0.560
19 C -3.503 1.160 1.002
20 C -3.865 2.641 1.469
21 Br -1.991 0.529 2.118
22 N -0.691 1.163 -1.118
23 C -0.566 -0.182 -1.749
24 O 0.161 -1.082 -0.902
25 C -0.712 -2.066 -0.295
26 C 0.167 -2.778 0.842
27 O -0.676 -3.515 1.735
28 C 0.210 -4.375 2.507
29 C -0.154 -4.203 4.050
30 H 2.896 1.783 3.947
31 H 5.104 -0.062 0.511
32 H 3.389 -0.830 0.632
33 H 3.557 0.503 -1.541
34 H 4.255 1.938 -0.671
35 H 1.428 0.835 0.167
36 H 2.193 2.416 0.609
37 H 3.231 3.651 -1.578
38 H 2.388 3.191 -3.110
39 H 0.848 5.087 -2.984
40 H 2.339 5.697 -2.161
41 H -0.448 5.078 -1.044
42 H 0.871 4.569 0.086
43 H 1.095 6.651 0.553
44 H -2.587 1.844 -3.439
45 H -2.642 3.392 -2.426
46 H -1.920 2.646 -0.390
47 H -4.218 1.399 -1.065
48 H -3.243 -0.126 -0.763
49 H -4.396 0.504 1.267
50 H -2.955 3.095 1.988
51 H -4.172 3.268 0.582
52 H -4.666 2.604 2.276
53 H 0.022 -0.141 -2.731
54 H -1.585 -0.607 -2.037
55 H -1.600 -1.506 0.138
56 H -1.133 -2.823 -1.024
57 H 0.929 -3.417 0.288
58 H 0.734 -1.921 1.350
59 H 0.052 -5.454 2.215
60 H 1.303 -4.100 2.356
61 H -0.838 -3.313 4.236
62 H -0.634 -5.146 4.445
63 H 0.833 -4.059 4.607
64 C -8.105 2.204 3.920
65 C -9.088 2.632 4.720
66 C -10.003 3.738 4.306
67 O -10.896 4.087 5.054
68 C -9.777 4.364 3.001
69 C -8.794 3.937 2.205
70 C -7.896 2.814 2.609
71 O -7.020 2.442 1.844
72 O -8.568 4.505 0.997
73 O -9.295 2.084 5.935
74 H -7.437 1.403 4.207
75 H -10.435 5.175 2.720
76 H -7.809 4.020 0.620
77 H -10.058 2.564 6.312
78 C 0.354 -4.511 -3.708
79 C 1.004 -5.453 -4.400
80 C 0.306 -6.291 -5.421
81 O 0.936 -7.124 -6.043
82 C -1.127 -6.070 -5.628
83 C -1.776 -5.131 -4.934
84 C -1.072 -4.276 -3.933
85 O -1.696 -3.415 -3.331
86 O -3.100 -4.913 -5.109
87 O 2.318 -5.688 -4.205
88 H 0.848 -3.897 -2.967
89 H -1.625 -6.694 -6.357
90 H -3.329 -4.188 -4.497
91 H 2.549 -6.410 -4.822
92 C 8.237 -2.610 0.756
93 C 9.220 -3.375 1.243
94 C 10.036 -2.941 2.417
95 O 10.909 -3.673 2.842
96 C 9.746 -1.633 3.008
97 C 8.766 -0.869 2.519
98 C 7.933 -1.316 1.363
99 O 7.034 -0.595 0.957
100 O 8.485 0.343 3.051
101 O 9.517 -4.572 0.695
102 H 7.638 -2.914 -0.092
103 H 10.355 -1.322 3.846
104 H 7.740 0.693 2.526
105 H 10.259 -4.925 1.225

Forces on atoms 1 to 6 (eV/Å):
-0.10 -0.66 -0.65
-1.12 0.39 -0.49
0.14 0.73 1.68
0.43 -0.23 0.50
1.20 -0.28 1.62
-0.32 -0.36 -0.47

Its charge is +1. For the gap between HOMO and LUMO, the calculation gives 0.2921 Eh. Its max |F| is 4.1 eV/Å. Its calculated total energy is -148899.530 eV. Its LUMO energy is -3.4 eV.


2.
Formula: C38H46Cl3Ge2NiO3S2
Source: the OMol25 dataset
Level of theory: wB97M-V/def2-TZVPD

Positions of all 95 atoms, in Å:
1 Ni -0.005 -0.051 -0.101
2 C -2.076 -3.875 -1.997
3 C -1.642 -2.833 -0.964
4 Ge 0.092 -2.028 -1.465
5 C 0.040 -1.454 -3.356
6 C 0.575 -2.525 -4.308
7 C 1.486 -3.353 -1.183
8 C 2.483 -2.935 -0.395
9 Ge 2.210 -1.030 0.044
10 C 2.453 -0.544 1.963
11 C 3.731 0.227 2.298
12 C 3.334 0.096 -1.122
13 C 4.804 -0.322 -1.183
14 C 3.656 -3.747 0.006
15 C 3.833 -5.061 -0.438
16 C 4.937 -5.800 -0.050
17 C 5.895 -5.245 0.790
18 C 5.738 -3.943 1.236
19 C 4.629 -3.207 0.843
20 H -3.020 -4.346 -1.717
21 H -1.334 -4.670 -2.099
22 H -2.214 -3.427 -2.983
23 H -1.524 -3.287 0.022
24 H -2.406 -2.060 -0.863
25 H 0.628 -0.537 -3.451
26 H -0.992 -1.194 -3.604
27 H 1.612 -2.772 -4.076
28 H 0.537 -2.193 -5.347
29 H -0.001 -3.449 -4.238
30 H 1.467 -4.356 -1.607
31 H 2.395 -1.471 2.540
32 H 1.576 0.040 2.247
33 H 4.622 -0.396 2.220
34 H 3.704 0.616 3.318
35 H 3.883 1.075 1.628
36 H 3.227 1.137 -0.804
37 H 2.886 0.045 -2.118
38 H 5.294 -0.239 -0.211
39 H 5.362 0.300 -1.885
40 H 4.907 -1.359 -1.508
41 H 3.103 -5.513 -1.096
42 H 5.054 -6.815 -0.407
43 H 6.757 -5.825 1.090
44 H 6.479 -3.498 1.887
45 H 4.521 -2.191 1.193
46 O -0.625 -1.092 1.674
47 S -1.166 -1.754 2.903
48 C -1.016 -0.505 4.216
49 C -1.571 0.865 3.821
50 C -0.518 1.978 3.794
51 C -1.039 3.215 3.069
52 S -0.879 3.053 1.248
53 O -0.664 1.577 1.032
54 C 0.702 3.837 1.007
55 C 1.866 3.087 1.031
56 C 3.079 3.730 0.829
57 C 3.113 5.099 0.602
58 C 1.937 5.837 0.565
59 C 0.719 5.204 0.761
60 C -2.943 -1.756 2.731
61 C -3.529 -1.080 1.674
62 C -4.910 -1.104 1.544
63 C -5.683 -1.801 2.462
64 C -5.081 -2.485 3.511
65 C -3.702 -2.473 3.645
66 H 0.057 -0.477 4.421
67 H -1.506 -0.940 5.089
68 H -2.375 1.144 4.505
69 H -2.014 0.797 2.829
70 H 0.391 1.618 3.307
71 H -0.239 2.267 4.809
72 H -0.512 4.128 3.340
73 H -2.104 3.365 3.256
74 H 1.815 2.016 1.183
75 H 3.999 3.162 0.842
76 H 4.063 5.594 0.444
77 H 1.967 6.901 0.374
78 H -0.208 5.766 0.717
79 H -2.900 -0.553 0.968
80 H -5.384 -0.583 0.722
81 H -6.760 -1.822 2.356
82 H -5.686 -3.039 4.216
83 H -3.223 -3.025 4.447
84 Cl -2.758 5.398 -4.157
85 C -1.806 4.201 -3.400
86 C -2.443 3.072 -2.861
87 C -1.691 2.118 -2.244
88 Cl -2.427 0.710 -1.601
89 C -0.248 2.235 -2.122
90 O 0.454 1.402 -1.528
91 C 0.344 3.421 -2.722
92 Cl 2.034 3.590 -2.602
93 C -0.419 4.376 -3.335
94 H -3.516 2.967 -2.943
95 H 0.038 5.255 -3.765

Forces on atoms 1 to 6 (eV/Å):
0.15 -0.03 0.13
0.00 -0.01 0.00
0.00 0.01 0.00
-0.02 0.00 0.01
0.00 0.01 0.00
0.01 -0.02 0.00

Its charge is +1. The spin multiplicity is 3. For the gap between HOMO and LUMO (spin up / spin down), the calculation gives 0.2923 / 0.1787 Eh. Its max |F| is 0.2 eV/Å. Its calculated total energy is -259600.776 eV. Its LUMO energy (spin up / spin down) is -2.2 / -5.3 eV.


3.
Formula: C38H47Cl2IN2O4SiTa
Source: the OMol25 dataset
Level of theory: wB97M-V/def2-TZVPD

Positions of all 96 atoms, in Å:
1 Ta -0.428 0.310 -0.277
2 I -1.151 3.122 -0.414
3 C -2.755 2.581 -1.659
4 C -3.439 3.608 -2.241
5 C -4.592 3.324 -3.000
6 C -5.020 2.036 -3.118
7 C -4.315 0.969 -2.509
8 C -4.803 -0.356 -2.620
9 C -4.137 -1.380 -2.025
10 C -2.935 -1.131 -1.325
11 C -2.385 0.125 -1.190
12 C -3.125 1.211 -1.771
13 H -3.122 4.634 -2.117
14 H -5.136 4.133 -3.467
15 H -5.918 1.806 -3.677
16 H -5.715 -0.530 -3.177
17 H -4.513 -2.393 -2.100
18 H -2.434 -1.998 -0.910
19 Cl -1.116 3.149 6.551
20 C -1.236 2.351 5.023
21 C -2.497 2.253 4.407
22 C -2.651 1.614 3.203
23 Cl -4.201 1.512 2.457
24 C -1.544 1.026 2.540
25 O -1.704 0.348 1.454
26 C -0.267 1.190 3.161
27 C 0.908 0.708 2.527
28 O 0.995 0.300 1.346
29 C -0.130 1.827 4.417
30 H -3.361 2.687 4.892
31 H 1.831 0.699 3.119
32 H 0.843 1.910 4.883
33 C 2.046 3.360 -2.808
34 Si 2.769 1.788 -2.090
35 C 3.682 2.181 -0.469
36 C 4.249 0.907 0.171
37 C 2.701 2.848 0.510
38 C 4.823 3.184 -0.692
39 C 3.755 0.814 -3.399
40 C 5.252 1.155 -3.332
41 C 3.594 -0.699 -3.191
42 C 3.270 1.178 -4.811
43 H 2.859 3.953 -3.235
44 H 1.552 3.971 -2.053
45 H 1.335 3.178 -3.613
46 H 3.467 0.189 0.416
47 H 4.776 1.161 1.097
48 H 4.972 0.412 -0.479
49 H 1.804 2.254 0.678
50 H 2.395 3.839 0.170
51 H 3.190 2.978 1.481
52 H 5.671 2.746 -1.218
53 H 5.187 3.530 0.280
54 H 4.500 4.068 -1.245
55 H 5.721 0.792 -2.415
56 H 5.444 2.227 -3.411
57 H 5.764 0.675 -4.170
58 H 3.929 -1.020 -2.202
59 H 4.191 -1.236 -3.933
60 H 2.558 -1.019 -3.308
61 H 3.456 2.227 -5.047
62 H 2.208 0.989 -4.966
63 H 3.817 0.579 -5.544
64 C -3.062 -2.029 3.744
65 C -2.972 -3.278 2.878
66 N -1.932 -4.204 3.310
67 C -2.160 -4.936 4.564
68 C -1.334 -4.404 5.726
69 C -0.793 -4.495 2.647
70 O 0.001 -5.340 3.034
71 C -0.459 -3.799 1.347
72 C 0.078 -4.592 0.335
73 C 0.484 -4.004 -0.849
74 C 0.368 -2.634 -0.986
75 N -0.115 -1.854 -0.007
76 C -0.521 -2.435 1.139
77 H -3.801 -1.343 3.332
78 H -2.103 -1.510 3.809
79 H -3.362 -2.283 4.761
80 H -2.828 -3.031 1.829
81 H -3.922 -3.815 2.928
82 H -1.926 -5.986 4.386
83 H -3.226 -4.859 4.780
84 H -0.272 -4.487 5.507
85 H -1.539 -4.985 6.625
86 H -1.571 -3.361 5.938
87 H 0.180 -5.655 0.506
88 H 0.894 -4.590 -1.659
89 H 0.662 -2.117 -1.888
90 H -0.897 -1.757 1.892
91 C -0.053 0.447 -3.582
92 C 0.206 0.430 -2.123
93 O 1.495 0.717 -1.591
94 H 0.627 -0.216 -4.122
95 H 0.045 1.446 -4.017
96 H -1.074 0.106 -3.749

Forces on atoms 1 to 6 (eV/Å):
1.48 0.09 -0.70
0.10 0.02 0.10
-0.21 -0.04 -0.17
0.05 -0.03 0.05
0.00 -0.01 -0.01
0.01 0.01 0.02

Its charge is +1. For the gap between HOMO and LUMO, the calculation gives 0.2213 Eh. Its max |F| is 1.6 eV/Å. Its calculated total energy is -93910.895 eV. Its LUMO energy is -3.9 eV.


4.
Formula: C38H47F4N7O2PS2Ti
Source: the OMol25 dataset
Level of theory: wB97M-V/def2-TZVPD

Positions of all 102 atoms, in Å:
1 Ti -0.469 -0.530 0.394
2 C 5.233 1.634 3.077
3 C 4.256 0.971 2.198
4 C 4.228 1.156 0.834
5 C 3.430 0.377 -0.004
6 C 2.502 -0.532 0.563
7 N 1.526 -1.248 -0.133
8 C 2.010 -2.425 -0.667
9 C 3.412 -2.736 -0.650
10 C 3.971 -3.910 -1.129
11 C 3.122 -4.925 -1.555
12 C 3.765 -6.278 -1.873
13 C 1.766 -4.631 -1.631
14 C 1.190 -3.368 -1.281
15 N -0.174 -3.175 -1.617
16 C -0.854 -3.840 -2.558
17 C -2.184 -3.470 -2.487
18 C -2.246 -2.532 -1.422
19 N -0.998 -2.350 -0.911
20 C 2.524 -0.687 1.963
21 C 3.415 -0.054 2.760
22 N 1.628 -1.638 2.541
23 C 1.896 -2.642 3.416
24 C 0.679 -3.244 3.647
25 C -0.290 -2.550 2.907
26 N 0.340 -1.592 2.202
27 H 5.742 0.956 3.796
28 H 4.689 2.394 3.680
29 H 6.014 2.096 2.476
30 H 4.948 1.875 0.457
31 H 3.509 0.472 -1.105
32 H 4.093 -1.934 -0.328
33 H 5.017 -4.049 -1.274
34 H 3.505 -6.541 -2.919
35 H 3.449 -7.094 -1.195
36 H 4.810 -6.174 -1.839
37 H 1.066 -5.352 -1.983
38 H -0.377 -4.394 -3.366
39 H -2.923 -3.794 -3.164
40 H -3.045 -1.915 -1.073
41 H 3.388 -0.220 3.822
42 H 2.852 -2.897 3.829
43 H 0.385 -3.941 4.426
44 H -1.354 -2.608 2.784
45 C 1.794 -1.574 -4.288
46 C 1.446 -0.342 -3.507
47 N 0.033 -0.102 -3.388
48 C -0.560 0.281 -4.643
49 C -1.421 -0.784 -5.304
50 C -0.262 0.974 -2.419
51 C -1.717 1.151 -2.050
52 N -2.076 0.385 -0.817
53 C -3.337 0.332 -0.352
54 C -3.637 -0.428 0.782
55 F -2.587 -0.933 1.456
56 C -4.903 -0.653 1.282
57 F -5.004 -1.427 2.398
58 C -6.080 -0.118 0.754
59 C -5.783 0.690 -0.388
60 F -6.816 1.317 -1.084
61 C -4.529 0.915 -0.872
62 F -4.472 1.659 -2.013
63 H 2.892 -1.917 -4.221
64 H 1.599 -1.531 -5.363
65 H 1.177 -2.406 -3.972
66 H 1.979 0.550 -3.904
67 H 1.831 -0.466 -2.486
68 H 0.331 0.554 -5.354
69 H -1.179 1.164 -4.508
70 H -1.083 -1.788 -5.042
71 H -1.361 -0.779 -6.345
72 H -2.459 -0.677 -5.025
73 H 0.162 1.895 -2.865
74 H 0.334 0.759 -1.480
75 H -2.404 0.906 -2.853
76 H -1.928 2.253 -1.905
77 H -6.996 -0.417 1.130
78 C -3.207 2.101 3.000
79 C -3.579 3.123 1.988
80 C -4.130 4.390 2.548
81 O -2.526 3.428 1.012
82 P -0.941 3.415 1.147
83 S -0.311 3.948 -0.626
84 S -0.088 1.750 1.863
85 O -0.885 4.558 2.285
86 C 0.294 5.099 2.891
87 C 0.559 4.274 4.149
88 C 1.519 5.201 1.958
89 H -4.138 1.872 3.553
90 H -2.431 2.448 3.692
91 H -2.785 1.244 2.421
92 H -4.370 2.726 1.304
93 H -3.411 4.918 3.225
94 H -4.966 4.206 3.219
95 H -4.475 5.061 1.766
96 H 0.038 6.134 3.179
97 H 0.895 3.254 3.851
98 H -0.382 4.279 4.659
99 H 1.331 4.783 4.738
100 H 2.031 4.287 1.775
101 H 2.191 5.837 2.469
102 H 1.335 5.562 0.975

Forces on atoms 1 to 6 (eV/Å):
0.09 -0.13 -0.38
0.26 0.80 1.10
-1.04 -2.67 0.63
0.41 -0.20 -0.02
-0.90 -0.25 0.01
0.31 1.21 0.05

Its charge is -1. The spin multiplicity is 3. For the gap between HOMO and LUMO (spin up / spin down), the calculation gives 0.2092 / 0.2525 Eh. Its max |F| is 3.9 eV/Å. Its calculated total energy is -119642.548 eV. Its LUMO energy (spin up / spin down) is 2.4 / 2.4 eV.


5.
Formula: C38H47FN8O4S2Sn
Source: the OMol25 dataset
Level of theory: wB97M-V/def2-TZVPD

Positions of all 101 atoms, in Å:
1 Sn 0.504 0.479 1.739
2 C 3.112 -3.056 1.804
3 C 2.197 -2.147 2.606
4 N 0.955 -1.912 2.160
5 N 0.190 -2.803 1.473
6 C -1.076 -2.514 1.466
7 S -1.584 -0.878 1.243
8 S -2.441 -3.631 1.361
9 C -2.600 -4.189 3.105
10 C -1.423 -4.742 3.912
11 C -1.568 -4.699 5.336
12 C -0.590 -5.413 6.075
13 C 0.546 -5.935 5.438
14 C 0.669 -5.883 4.032
15 C -0.360 -5.380 3.244
16 C 2.574 -1.622 3.899
17 C 3.517 -2.284 4.694
18 C 3.638 -1.974 6.028
19 C 2.933 -0.865 6.584
20 C 2.101 -0.145 5.767
21 C 2.014 -0.435 4.400
22 O 1.351 0.433 3.661
23 H 2.351 -3.703 1.306
24 H 3.759 -3.675 2.482
25 H 3.680 -2.629 0.972
26 H -3.465 -4.934 3.116
27 H -3.006 -3.300 3.629
28 H -2.352 -4.184 5.801
29 H -0.669 -5.440 7.132
30 H 1.349 -6.341 6.062
31 H 1.625 -6.158 3.567
32 H -0.374 -5.444 2.159
33 H 4.104 -3.093 4.285
34 H 4.376 -2.478 6.624
35 H 3.029 -0.611 7.686
36 H 1.548 0.697 6.123
37 C -0.747 3.282 4.560
38 C -1.672 2.151 4.097
39 N -1.469 1.725 2.721
40 C -1.591 2.782 1.696
41 C -0.299 3.537 1.470
42 N 0.939 2.719 1.565
43 C 2.041 3.333 2.392
44 C 1.584 3.912 3.772
45 N 0.721 3.031 4.541
46 H -1.053 3.457 5.611
47 H -0.954 4.229 4.041
48 H -2.664 2.552 4.238
49 H -1.576 1.235 4.720
50 H -2.200 1.052 2.547
51 H -2.443 3.511 1.883
52 H -1.887 2.319 0.693
53 H -0.245 4.411 2.080
54 H -0.336 3.975 0.452
55 H 1.225 2.560 0.589
56 H 2.457 4.199 1.845
57 H 2.838 2.632 2.562
58 H 1.202 4.928 3.622
59 H 2.553 4.121 4.291
60 H 0.973 2.067 4.264
61 C -0.028 -2.573 -5.254
62 C 1.192 -1.695 -4.937
63 N 1.057 -0.671 -3.876
64 C 1.903 -0.655 -2.808
65 C 1.635 -0.037 -1.591
66 C 2.612 -0.246 -0.458
67 O 3.749 -0.675 -0.714
68 O 2.319 0.081 0.802
69 C 0.476 0.801 -1.463
70 O 0.003 1.293 -0.377
71 C -0.338 0.946 -2.642
72 C -1.417 1.862 -2.710
73 C -1.898 2.265 -3.912
74 F -2.723 3.366 -3.961
75 C -1.506 1.680 -5.129
76 C -0.658 0.581 -5.034
77 C -0.041 0.244 -3.848
78 N -1.860 2.172 -6.400
79 C -2.866 1.365 -7.105
80 C -2.866 1.513 -8.641
81 N -2.008 2.648 -8.997
82 C -2.110 3.865 -8.151
83 C -1.751 3.572 -6.724
84 H -0.822 -1.988 -5.801
85 H -0.542 -3.006 -4.390
86 H 0.340 -3.364 -5.980
87 H 1.465 -1.197 -5.854
88 H 1.971 -2.391 -4.612
89 H 2.851 -1.229 -2.880
90 H -1.587 2.459 -1.808
91 H -0.561 -0.118 -5.895
92 H -3.930 1.625 -6.827
93 H -2.727 0.312 -6.903
94 H -3.912 1.666 -8.999
95 H -2.525 0.581 -9.178
96 H -2.126 2.938 -9.989
97 H -1.089 2.284 -8.893
98 H -3.133 4.288 -8.239
99 H -1.447 4.665 -8.523
100 H -2.393 4.079 -6.013
101 H -0.721 3.864 -6.508

Forces on atoms 1 to 6 (eV/Å):
-0.12 -1.05 -0.89
-1.30 -1.66 0.75
-1.10 -0.67 -2.67
1.50 1.12 1.65
-0.21 -1.92 1.24
0.92 1.32 -1.12

Its charge is 0. For the gap between HOMO and LUMO (spin up / spin down), the calculation gives 0.0774 / 0.0772 Eh. Its max |F| is 4.1 eV/Å. Its calculated total energy is -90491.235 eV. Its LUMO energy (spin up / spin down) is -0.8 / -0.8 eV.